DFT (ωB97M-V with the def2-TZVPD basis set) results for C23H43N2OP3SV as an isolated structure at a distorted geometry.

Last column: Mulliken spin population.
Cartesian coordinates (Å):
C: 0.01 0.53 -4.42  0.0306
H: -0.08 1.56 -4.76  0.0038
H: -2.08 1.01 3.57  0.0005
H: -3.85 -1.76 -1.56  -0.0026
H: 4.22 1.21 -0.91  -0.0013
C: -0.49 -3.11 3.46  -0.0043
P: -0.75 2.08 1.82  -0.0023
C: 0.95 -1.46 4.45  -0.0017
H: -3.64 -1.75 1.13  -0.0015
H: 0.73 2.09 3.77  0.0023
O: 2.21 0.34 5.39  0.0000
H: -1.13 -2.64 1.43  0.0011
H: -0.19 -2.00 -7.74  0.0013
C: 1.22 -3.40 -7.01  0.0433
H: -2.34 -1.42 -2.46  0.0021
H: -4.27 0.68 -1.60  -0.0003
H: 1.60 -2.44 6.84  0.0000
H: 4.21 1.87 1.43  -0.0014
C: 0.51 -1.07 -2.65  0.1849
H: -4.44 -0.16 1.02  -0.0116
N: 0.15 -1.18 2.18  -0.0495
C: 1.75 -0.80 5.53  0.0006
C: -2.76 -1.62 -1.46  0.0051
H: 1.38 0.20 3.12  -0.0093
H: -3.01 -0.36 2.07  0.0059
H: -2.29 -2.53 -1.06  0.0013
C: -0.24 -1.85 -4.80  -0.0181
H: -3.68 1.86 -0.40  -0.0003
C: 0.40 0.27 -3.08  0.0190
H: -2.29 2.79 3.58  -0.0008
H: 1.44 3.18 -1.11  0.0006
H: -1.60 4.36 1.47  -0.0013
C: -0.25 -0.54 -5.28  0.2096
H: -0.40 -0.37 -6.34  0.0094
C: -3.37 1.11 -1.14  -0.0019
H: 3.52 -0.44 -0.69  -0.0032
H: -2.75 1.57 -1.92  0.0033
C: -2.21 1.90 2.93  0.0045
H: -0.55 -2.69 -5.42  0.0020
V: 0.04 0.10 0.45  1.4857
H: 2.84 0.66 -1.93  -0.0069
P: 2.13 1.30 0.29  -0.0214
S: 0.72 -1.66 -1.02  0.2768
C: 3.28 1.37 1.73  0.0030
H: 3.16 3.30 -0.62  -0.0019
H: -2.10 3.24 0.16  0.0015
C: 2.14 3.05 -0.27  0.0108
C: -3.46 -0.66 1.12  -0.0607
H: 0.56 1.10 -2.38  0.0323
H: 2.51 -1.09 7.41  0.0000
C: 0.87 -0.75 3.23  0.0444
H: 1.87 3.74 0.54  0.0011
H: 1.59 -1.41 -7.76  -0.0010
C: 0.31 -2.12 -3.56  0.0724
C: 0.26 -2.69 4.55  0.0059
H: 2.26 -3.69 -6.81  0.0003
H: -1.06 -4.03 3.50  0.0000
C: 0.87 -2.21 -7.52  0.0076
H: 0.34 -3.33 5.42  0.0004
H: -0.25 3.59 3.68  -0.0011
H: -3.14 1.79 2.36  0.0012
H: -0.87 0.16 -0.98  -0.1330
H: -0.44 3.90 0.19  0.0003
C: 0.34 2.86 3.09  0.0026
C: -0.53 -2.34 2.28  -0.0016
C: -1.27 3.54 0.81  0.0011
P: -2.41 -0.23 -0.33  -0.1458
H: 0.43 -4.14 -6.82  -0.0005
C: 3.29 0.61 -0.93  0.0055
H: 1.19 3.38 2.63  0.0005
H: 0.56 -3.11 -3.19  0.0006
H: 3.53 0.35 2.05  -0.0010
N: 1.96 -1.51 6.67  -0.0001
H: 2.85 1.91 2.59  0.0009

Output
* net charge: +3
* F_max: 2.863 eV Å⁻¹
* multiplicity: 3
* DFT total energy: -3452.18217 a.u.
* LUMO level (alpha / beta): -10.6 / -11.9 eV